Record 1
The following is a DFT calculation (ωB97M-V with the def2-TZVPD basis set) of a structure of composition C5H9NOS.

Results
- Kohn-Sham gap (eV) = 9.51
- LUMO (eV) = 0.5
- relative energy (zero: lowest compared OMol25 entry of this formula, charge and spin) (kcal/mol) = 82.2
- calculated total energy (a.u.) = -723.98874
- 2S+1 = 1

Each line ends with the natural charge from an NBO analysis.
Geometry (Å):
C -1.390011 -0.938308 0.082364  0.168
C 1.473250 0.850978 -1.116379  -0.656
H -1.205659 -1.979588 0.254309  0.164
N -0.608998 -0.038515 -0.254398  -0.490
H 1.795561 1.708935 1.363563  0.124
H 1.067266 1.824982 -1.091774  0.223
H 1.498447 0.437501 -2.075005  0.226
S 1.503433 -1.717206 0.071104  -0.079
H -3.011170 0.353153 -0.449390  0.227
C 0.804479 -0.034812 -0.085725  -0.041
C 1.130753 0.860927 1.683126  0.492
H -3.397713 -1.142661 0.640426  0.215
O 0.740409 0.538881 2.766299  -0.473
H 2.460915 0.766715 -0.949335  0.218
H -3.181512 -1.207926 -1.100267  0.216
H 1.115547 -2.193520 -1.153525  0.123
C -2.905318 -0.694235 -0.213563  -0.658

Cartesian forces (eV/Å) of the 2 atoms listed first:
C -3.3 -0.4 -2.0
C -2.0 -1.1 1.4

***

Record 2
The following is a DFT calculation (ωB97M-V with the def2-TZVPD basis set) of an isolated molecule of C4H5FS.

Results
- Kohn-Sham gap (eV) = 8.65
- LUMO (eV) = 0.9
- relative energy (zero: lowest compared OMol25 entry of this formula, charge and spin) (kcal/mol) = 21.6
- calculated total energy (a.u.) = -653.40649
- 2S+1 = 1
- structure (SMILES) = FC1=CSCC1

Each line ends with the natural charge from an NBO analysis.
Geometry (Å):
H -0.533291 0.421979 1.986865  0.213
H 0.780783 -1.670280 0.237531  0.214
C -0.309519 -0.318814 -1.083235  0.399
C 0.371076 0.299200 1.184943  -0.531
C -0.045281 -0.949688 0.317181  -0.459
H 1.152289 0.113022 1.928011  0.233
F -0.847494 -1.086670 -2.000098  -0.311
H -0.840245 -1.465972 0.627781  0.215
C -0.046357 1.056318 -1.240573  -0.503
H -0.217093 1.751576 -2.122922  0.254
S 0.535132 1.849329 0.164516  0.276

Cartesian forces (eV/Å) of the 2 atoms listed first:
H 1.7 0.2 -2.1
H 0.0 0.2 -0.1

***

Record 3
The following is a DFT calculation (ωB97M-V with the def2-TZVPD basis set) of an isolated molecule of ClH2PS.

Results
- Kohn-Sham gap (spin up / spin down) (eV) = 5.26 / 6.89
- LUMO (spin up / spin down) (eV) = 0.7 / -3.1
- relative energy (zero: lowest compared OMol25 entry of this formula, charge and spin) (kcal/mol) = 54.7
- calculated total energy (a.u.) = -1200.70743
- 2S+1 = 3

Each line ends with the natural charge from an NBO analysis.
Geometry (Å):
Cl -1.540558 0.357975 0.189021  -0.191
H -0.214183 -1.165511 0.519047  -0.100
P 0.161043 -0.014462 -0.138576  0.454
S 1.222162 1.327072 0.802338  -0.122
H 0.371536 -0.505074 -1.371831  -0.041

Cartesian forces (eV/Å) of the 2 atoms listed first:
Cl -9.4 4.5 0.9
H 1.2 -2.2 0.2

***

Record 4
The following is a DFT calculation (ωB97M-V with the def2-TZVPD basis set) of a structure of composition C14H11Cl2N4PtS2.

Results
- Kohn-Sham gap (eV) = 4.86
- LUMO (eV) = 2.7
- relative energy (zero: lowest compared OMol25 entry of this formula, charge and spin) (kcal/mol) = 15.8
- calculated total energy (a.u.) = -2595.17235
- 2S+1 = 1
- total charge = -1

Each line ends with the natural charge from an NBO analysis.
Geometry (Å):
C 1.329229 -1.063638 2.061035  0.047
C 1.292360 -2.237999 2.762498  -0.357
H 5.688083 1.840302 -0.826519  0.208
C -0.507022 -1.712215 0.672621  0.014
N 0.538483 -0.833795 0.969843  -0.248
C -5.969542 2.050635 -1.373140  -0.736
C -0.488118 -2.959463 1.344900  -0.166
C 2.032351 0.585733 -0.125009  0.092
C 4.415687 0.141862 -0.482478  -0.236
H -2.232491 -2.251023 -0.398610  0.202
C 2.335708 1.939275 -0.464403  -0.111
N 0.772470 0.266299 0.219398  -0.455
C -3.514678 0.912764 -1.811192  -0.206
C 4.677504 1.495427 -0.674524  -0.294
C 3.611317 2.383911 -0.714173  -0.215
Cl 2.905214 -2.032423 -0.195485  -0.014
Cl 1.010005 3.043596 -0.600694  0.109
H -6.946810 2.266814 -1.795293  0.207
N -3.110488 -0.205131 -1.309305  -0.281
H 1.967001 -2.388500 3.589934  0.206
C 3.136155 -0.300831 -0.245256  -0.015
H 2.013436 -0.263893 2.307999  0.206
S -5.149858 0.862273 -2.497134  0.194
H -6.067433 1.595536 -0.389777  0.207
H 3.768993 3.431521 -0.926511  0.216
C 0.395795 -3.238599 2.364737  -0.276
H 0.365038 -4.185153 2.885168  0.200
S -2.633272 2.401455 -1.914473  -0.271
N -1.927959 -0.242780 -0.710282  -0.413
C -1.558792 -1.424022 -0.195881  -0.054
Pt -0.763109 1.438992 -0.743096  0.587
H -5.361838 2.950064 -1.321358  0.228
H 5.214138 -0.584722 -0.522013  0.217
H -1.237557 -3.682273 1.058472  0.205

Cartesian forces (eV/Å) of the 2 atoms listed first:
C -0.1 -0.8 1.0
C 1.0 2.0 0.0

***

Record 5
The following is a DFT calculation (ωB97M-V with the def2-TZVPD basis set) of a cluster of 3 separate species, C5H9NO4 in total.

Results
- Kohn-Sham gap (eV) = 9.91
- LUMO (eV) = 0.2
- relative energy (zero: lowest compared OMol25 entry of this formula, charge and spin) (kcal/mol) = 118.9
- calculated total energy (a.u.) = -551.50032
- 2S+1 = 1

Each line ends with the natural charge from an NBO analysis.
Geometry (Å):
H -1.253453 3.040091 -1.445470  0.491
O -3.493847 0.869482 2.274690  -0.693
O -2.936832 3.431082 -0.288529  -0.695
C -1.383327 1.876555 0.663067  0.421
H -5.365073 4.379000 1.804189  0.230
H -4.263243 0.328916 2.038064  0.496
C -5.716161 3.667847 1.043280  -0.730
C -2.818685 2.214294 0.399422  -0.016
C -3.680885 2.117717 1.683523  -0.007
H -6.811231 3.642928 1.031260  0.248
H -5.383520 4.011326 0.055392  0.262
O -5.853899 1.307809 1.275600  -0.539
N -0.359847 2.122648 1.264395  -0.463
H -2.662851 4.173155 0.262266  0.483
O -0.503430 2.487612 -1.182915  -1.030
H -3.368501 2.910076 2.382069  0.188
H 0.309713 2.648908 -0.154907  0.547
C -5.169544 2.309416 1.339824  0.585
H -3.177062 1.425696 -0.281600  0.225

Cartesian forces (eV/Å) of the 2 atoms listed first:
H 0.9 1.0 0.5
O 0.2 0.1 0.0

***

Record 6
The following is a DFT calculation (ωB97M-V with the def2-TZVPD basis set) of a structure of composition C6H2InO4.

Results
- Kohn-Sham gap (eV) = 5.33
- LUMO (eV) = -8.4
- relative energy (zero: lowest compared OMol25 entry of this formula, charge and spin) (kcal/mol) = 4.6
- calculated total energy (a.u.) = -720.53736
- 2S+1 = 1
- total charge = +1

Each line ends with the natural charge from an NBO analysis.
Geometry (Å):
In 17.332635 7.326458 7.774245  0.959
O 19.419428 13.600093 9.446555  -0.360
O 19.287389 14.018988 6.638725  -0.354
C 18.966170 13.002077 7.186545  0.346
C 18.823794 12.891594 8.682091  0.362
O 18.239143 9.484694 6.434276  -0.577
H 18.959066 11.812368 5.358519  0.267
C 17.526057 10.710936 8.315782  0.357
C 18.217356 10.579540 6.980732  0.367
C 17.993205 11.783439 9.138245  -0.048
C 18.786729 11.782887 6.430181  -0.024
H 17.840377 11.723896 10.213513  0.264
O 16.692721 9.874493 8.620884  -0.558

Cartesian forces (eV/Å) of the 2 atoms listed first:
In -0.1 0.4 -0.1
O -0.2 0.3 0.1

***

Record 7
The following is a DFT calculation (ωB97M-V with the def2-TZVPD basis set) of a structure of composition C51H71N7O5S3Ti.

Results
- Kohn-Sham gap (eV) = 6.67
- LUMO (eV) = -0.1
- relative energy (zero: lowest compared OMol25 entry of this formula, charge and spin) (kcal/mol) = 27.1
- calculated total energy (a.u.) = -4789.74711
- 2S+1 = 1

Each line ends with the Löwdin charge.
Geometry (Å):
C 2.588007 -3.674842 -7.384294  -0.022
C -3.460437 -1.708803 2.984906  -0.046
H 5.874585 -0.476327 -3.674488  0.114
H 6.755537 0.696696 -5.700381  0.073
H -2.516676 6.298031 4.887698  0.083
O 1.801589 -0.994189 -6.807717  0.106
H 1.061732 4.368536 -5.038461  0.088
C 2.043654 -1.766219 -5.909489  -0.409
H -4.348196 5.636950 -2.994942  0.091
H -5.414863 -1.357985 4.743821  0.083
Ti -0.774140 0.297147 0.012412  1.170
H -2.932807 0.237282 5.784687  0.079
C 2.154667 -3.237776 -6.136643  -0.160
N 1.037660 1.614027 0.521574  0.002
H -5.424142 4.975319 2.926064  0.091
H 3.824771 -1.210577 1.659561  0.079
H 1.400671 -3.830261 -4.207742  0.099
H -4.085320 2.000599 4.755253  0.089
H 2.357984 1.737938 -4.471110  0.080
H 4.389699 1.028134 0.790220  0.107
C -3.591714 2.063037 3.796352  0.009
H -3.809367 -2.578283 3.548159  0.087
C -3.295973 0.859363 3.142154  -0.082
C -1.486641 -2.277404 -1.723158  -0.900
C -2.276640 -4.011008 -3.518834  -0.517
C -1.816308 4.932362 -2.196368  -0.168
C -3.664652 -0.456426 3.843045  -0.528
C 2.447480 1.426766 0.083751  -0.207
N -0.658328 -2.660970 0.308158  0.046
C 0.549643 3.467600 -5.381657  -0.063
C -0.799881 2.328727 -1.949296  -0.253
C -0.540602 3.047922 -3.119163  -0.087
H 2.862634 -2.938243 -8.128589  0.122
H -2.262804 8.234320 -1.269873  0.084
H -0.787940 -4.588390 1.774141  0.110
H -5.370283 0.393116 4.938943  0.071
H -2.642804 4.627555 -0.237865  0.091
C -4.494494 5.493835 3.167748  -0.047
H 1.917984 -2.744933 5.459678  0.116
C -1.516269 2.931752 -0.890736  -0.193
C -2.060200 6.999725 -3.655633  -0.070
H 2.316794 -7.012587 -6.914532  0.105
N -0.998427 -1.724381 -0.672588  -0.175
H -4.002288 5.757054 2.229867  0.069
C 1.814575 -5.519060 -5.459952  -0.064
H 1.396183 -0.756370 2.650940  0.058
H 3.184704 1.026256 2.063612  0.116
C 1.083319 -2.387522 3.532572  -0.260
H 2.427577 0.918284 -0.882409  0.074
O -0.465825 1.028753 -1.725673  -0.232
H -1.733345 -0.634949 4.820769  0.087
H 1.534899 -0.506455 -4.392065  0.093
H -2.446691 6.424565 -4.499055  0.087
H 0.223619 0.877202 -5.713326  0.076
H 1.505091 -6.238713 -4.712901  0.108
H -4.023244 -2.786868 -3.162161  0.081
H -2.302565 4.350045 1.677541  0.095
C 5.411492 -0.638127 -4.651223  -0.238
H 7.269744 -0.990673 -5.718867  0.074
C -5.145747 -0.421365 4.250111  -0.051
H 1.171784 2.995370 -6.144491  0.086
C 0.323951 2.470546 -4.243775  -0.520
H -0.381050 0.427163 -4.099224  0.012
C -0.184151 -4.210404 2.587884  -0.026
C -3.596687 4.611693 4.047552  -0.557
H -0.862784 4.910994 -4.098482  0.079
H -3.034778 -1.523271 5.625487  0.086
H -1.447935 -4.056980 -4.224456  0.064
H -4.369054 7.261424 -2.287344  0.083
C -2.614080 3.392908 2.071172  0.023
C 0.314119 -2.909193 2.478066  -0.076
H -2.895380 -4.900609 -3.636158  0.079
C -3.270677 3.318235 3.300265  -0.169
S -2.089430 -1.367138 -3.076341  0.987
O 0.266556 -0.825058 1.282116  -0.182
C -4.325935 4.356216 5.367087  -0.069
H -1.752901 5.620684 3.446775  0.074
N 3.958215 -2.413949 -3.678526  0.024
H -4.539696 5.310400 5.852813  0.083
H -2.412649 -1.866084 2.737927  0.067
H -4.022097 -1.654739 2.052205  0.092
C -2.404302 6.338712 -2.320604  -0.557
O 1.601480 -1.142921 3.526867  0.048
H 4.475375 -2.264453 -5.714387  0.104
H 1.000615 1.842389 1.513593  0.117
C -0.335617 1.222995 -4.838966  -0.055
H -2.118992 6.829799 -0.209793  0.070
H -3.285352 -2.540432 -4.760932  0.083
C -2.789762 -0.598200 5.097237  -0.036
H -0.765993 7.286307 -1.249245  0.090
C 4.911446 -2.076365 -4.734419  -0.178
C 2.754114 -1.851513 -3.490688  -0.843
C 0.070846 -4.986145 3.699371  -0.092
H -1.641528 4.760162 4.985668  0.089
H 3.418220 -1.121292 0.062819  -0.011
C 1.761208 -4.163632 -5.174159  -0.026
H -5.275446 3.841858 5.207493  0.087
H 4.334903 -2.810590 -2.831744  0.124
N -1.639437 2.062717 0.178687  -0.043
C -1.854589 7.223540 -1.192379  -0.046
H 4.555312 0.037643 -4.716061  0.100
H -4.741848 6.422096 3.689041  0.083
H 1.029643 -5.050971 5.622317  0.102
C -1.057113 4.344468 -3.202821  0.016
H -5.779213 -0.304034 3.368656  0.092
C 0.831860 -4.456827 4.738932  -0.083
H -3.719371 3.761292 6.052534  0.086
C -2.643304 0.962369 1.918194  -0.225
H 2.174581 2.954683 -3.204139  0.095
N 2.145824 -1.287117 -4.597282  0.118
H -4.242050 5.840895 -1.245554  0.075
C 2.654949 -5.029560 -7.661018  -0.068
C -2.036404 4.210857 -1.027757  0.034
C -3.933099 6.262879 -2.202690  -0.046
H -0.326618 -5.989831 3.766135  0.098
C 2.268941 -5.953390 -6.697788  -0.074
S -1.626522 -4.018979 -1.822161  0.960
H -1.357208 1.443267 -5.157019  0.099
C 1.698945 2.088330 -3.669890  -0.041
H 5.744479 -2.773407 -4.635639  0.131
O -2.233817 -0.060502 1.144002  -0.178
S 2.022197 -1.797635 -1.998179  0.771
N 3.223392 -0.753971 0.987009  0.006
C -2.317775 2.232205 1.378621  -0.178
H 1.597469 1.305300 -2.915966  0.046
H -2.510742 7.993357 -3.694563  0.083
H 5.934657 -0.460794 -6.746622  0.076
H 0.702298 2.449464 0.045830  0.084
C 1.330213 -3.172980 4.658167  -0.016
C 3.373966 0.689287 1.037879  -0.267
H -0.981841 7.116430 -3.780063  0.086
H -0.390075 3.760177 -5.853825  0.089
H 2.879383 2.418495 -0.074922  0.119
C -2.296606 5.367711 4.358111  -0.049
C 6.401137 -0.331058 -5.768232  -0.102
C -0.034742 -2.098158 1.294438  -0.411
C -3.082462 -2.745472 -3.710258  -0.499
H 3.000914 -5.366737 -8.629124  0.106

Cartesian forces (eV/Å) of the 2 atoms listed first:
C 0.0 0.0 0.0
C 0.0 0.0 0.0

***

Record 8
The following is a DFT calculation (ωB97M-V with the def2-TZVPD basis set) of an isolated molecule of C10H10FNO.

Results
- Kohn-Sham gap (eV) = 8.57
- LUMO (eV) = 0.4
- relative energy (zero: lowest compared OMol25 entry of this formula, charge and spin) (kcal/mol) = 18.9
- calculated total energy (a.u.) = -616.86491
- 2S+1 = 1
- structure (SMILES) = N[C@H]1Cc2ccccc2C(F)=C1O

Each line ends with the natural charge from an NBO analysis.
Geometry (Å):
C 0.529725 2.125700 -0.408375  -0.205
H 0.401973 3.174621 2.874129  0.220
H 0.748163 4.068138 0.542489  0.211
C 0.423399 2.526370 1.965076  -0.219
C 0.195028 1.204244 2.136351  -0.203
C 0.385753 0.819352 -0.181138  -0.001
H 0.211344 0.682938 3.106024  0.223
C 0.605191 3.019460 0.677760  -0.191
C 0.449295 -0.074394 -1.407624  -0.421
H -0.522973 -3.582400 -0.613002  0.466
C -0.162879 -1.938019 0.235215  0.219
H -1.973853 -2.181938 -1.226315  0.353
C 0.164714 0.300588 1.120580  -0.116
H 0.577128 2.563554 -1.398616  0.212
H 0.351429 -2.249743 -1.819496  0.175
H -0.058833 0.518470 -2.242009  0.234
H -1.557338 -1.879535 -2.744174  0.356
C 0.043367 -1.136405 1.300743  0.375
C -0.167487 -1.479539 -1.218422  -0.108
F -0.207766 -1.582738 2.571019  -0.326
N -1.488798 -1.463580 -1.722423  -0.815
H 1.521113 -0.098403 -1.851515  0.225
O -0.467694 -3.336742 0.303724  -0.663

Cartesian forces (eV/Å) of the 2 atoms listed first:
C 0.4 3.2 1.0
H 0.3 -0.4 -1.1

***

- The highest relative energy (zero: lowest compared OMol25 entry of this formula, charge and spin) belongs to which entry?
  C5H9NO4